The following is a DFT calculation (ωB97M-V/def2-TZVPD) of a cluster of 13 separate species, C81H187NO37 in total at a distorted geometry.

HOMO level	-8.384	eV
largest force on an atom	4.58	eV/Å
HOMO-LUMO gap	8.905	eV
charge	0

CARTESIAN COORDINATES (ANGSTROEM)
C 13.55 21.44 14.06
C 13.96 22.72 13.38
C 13.85 22.32 11.98
C 13.88 23.63 11.05
C 12.82 24.64 11.46
C 12.93 25.03 12.97
N 12.95 23.80 13.69
O 12.93 24.00 15.08
C 14.16 25.94 13.19
C 11.61 25.73 13.36
C 15.37 23.11 13.79
H 13.90 21.19 15.05
H 13.92 20.63 13.41
H 12.46 21.39 14.08
H 14.57 21.61 11.68
H 12.96 21.76 11.78
H 13.66 23.30 10.04
H 14.87 24.06 10.97
H 11.83 24.22 11.28
H 12.91 25.56 10.89
H 13.88 26.94 12.86
H 14.30 26.07 14.26
H 15.11 25.54 12.80
H 10.79 25.03 13.46
H 11.65 26.31 14.29
H 11.47 26.53 12.61
H 15.89 23.83 13.15
H 16.03 22.25 13.96
H 15.38 23.58 14.88
H 12.05 23.49 15.28
C 15.24 16.92 16.37
O 14.22 17.84 16.07
C 13.17 18.03 16.97
C 13.53 19.11 18.04
O 14.63 18.68 18.92
C 14.14 18.27 20.20
C 13.84 19.43 21.12
O 12.56 20.03 21.00
C 12.61 21.33 20.60
H 15.91 17.37 17.12
H 15.86 16.80 15.44
H 14.94 15.92 16.65
H 12.84 17.08 17.48
H 12.36 18.39 16.28
H 12.67 19.38 18.61
H 13.92 19.92 17.44
H 14.88 17.62 20.74
H 13.29 17.67 20.04
H 14.62 20.18 20.86
H 14.00 19.11 22.13
H 13.07 21.92 21.40
H 11.61 21.63 20.37
H 13.11 21.51 19.66
C 19.55 13.28 22.88
O 18.36 13.99 23.23
C 17.18 13.38 22.65
C 17.33 13.26 21.16
O 17.58 14.55 20.61
C 18.04 14.38 19.28
C 18.25 15.72 18.60
O 18.43 15.41 17.22
C 18.99 16.46 16.51
H 19.88 13.55 21.89
H 19.32 12.20 23.06
H 20.30 13.61 23.63
H 16.37 14.08 22.90
H 16.96 12.39 23.08
H 16.41 12.77 20.78
H 18.23 12.61 20.89
H 17.27 13.80 18.76
H 18.91 13.82 19.15
H 19.16 16.18 18.96
H 17.40 16.44 18.78
H 19.06 16.19 15.41
H 20.02 16.73 16.72
H 18.34 17.37 16.63
C 23.84 18.02 18.48
O 22.94 19.01 18.95
C 23.60 19.64 19.96
C 24.66 20.73 19.58
O 23.96 21.71 18.76
C 24.72 22.92 18.61
C 24.15 24.05 19.44
O 24.20 23.65 20.76
C 24.32 24.73 21.67
H 23.30 17.31 17.83
H 24.29 17.46 19.32
H 24.74 18.29 17.90
H 24.22 18.93 20.53
H 22.82 20.13 20.63
H 25.54 20.34 19.03
H 25.03 21.19 20.50
H 24.73 23.22 17.53
H 25.77 22.75 18.76
H 23.10 24.20 19.13
H 24.69 24.95 19.17
H 23.88 24.30 22.59
H 23.64 25.54 21.34
H 25.36 25.08 21.80
C 25.60 19.16 12.42
O 26.79 19.61 13.09
C 26.82 19.34 14.49
C 25.96 20.25 15.35
O 24.70 19.71 15.64
C 23.71 20.78 15.82
C 22.30 20.29 15.46
O 22.17 20.00 14.06
C 20.85 19.48 13.70
H 25.44 18.09 12.39
H 25.82 19.57 11.42
H 24.76 19.63 12.91
H 27.93 19.36 14.67
H 26.55 18.26 14.64
H 25.81 21.27 14.87
H 26.43 20.32 16.29
H 23.97 21.57 15.12
H 23.80 21.10 16.85
H 21.56 21.05 15.73
H 22.04 19.32 16.03
H 20.68 18.56 14.31
H 20.90 19.23 12.58
H 20.12 20.27 13.94
C 20.01 15.27 12.73
O 20.80 16.31 13.21
C 22.22 16.09 13.02
C 22.91 16.68 14.23
O 24.24 16.08 14.27
C 24.90 16.20 15.44
C 24.30 15.27 16.50
O 24.99 15.26 17.74
C 24.34 14.58 18.76
H 20.11 14.37 13.36
H 20.29 14.98 11.73
H 18.97 15.63 12.89
H 22.46 16.66 12.11
H 22.42 15.01 12.86
H 22.40 16.41 15.13
H 23.05 17.74 14.09
H 24.87 17.20 15.80
H 25.95 16.00 15.23
H 24.36 14.25 16.20
H 23.26 15.54 16.74
H 24.97 14.80 19.65
H 24.39 13.50 18.64
H 23.30 14.98 18.80
C 14.66 23.54 18.26
O 15.20 23.63 19.54
C 16.48 23.02 19.59
C 17.05 22.81 20.98
O 16.45 21.66 21.60
C 17.11 21.18 22.76
C 17.08 22.08 24.01
O 15.82 22.20 24.72
C 15.11 23.34 24.43
H 13.75 24.17 18.16
H 14.20 22.56 18.01
H 15.41 23.84 17.44
H 17.18 23.62 19.11
H 16.44 22.03 19.07
H 16.93 23.75 21.52
H 18.12 22.68 20.88
H 18.18 21.08 22.47
H 16.77 20.21 23.10
H 17.38 23.08 23.75
H 17.79 21.51 24.63
H 15.74 24.25 24.20
H 14.56 23.56 25.38
H 14.45 23.17 23.58
C 26.84 25.61 16.83
O 25.63 25.08 16.43
C 24.73 26.13 16.32
C 23.32 25.59 16.02
O 22.53 26.72 15.91
C 21.16 26.26 15.69
C 20.21 27.37 15.56
O 18.93 26.81 15.36
C 18.02 27.79 15.01
H 27.57 24.80 16.84
H 26.93 26.10 17.82
H 27.18 26.26 16.04
H 25.04 26.85 15.58
H 24.78 26.70 17.27
H 23.05 24.84 16.78
H 23.30 25.00 15.11
H 20.68 25.64 16.50
H 21.18 25.53 14.84
H 20.29 28.00 14.62
H 20.12 28.01 16.41
H 17.92 28.67 15.68
H 17.00 27.42 14.88
H 18.26 28.24 14.05
C 18.67 26.15 10.59
O 18.02 25.25 11.43
C 18.62 25.05 12.71
C 19.51 23.91 12.94
O 20.75 24.11 12.32
C 21.44 22.88 12.42
C 22.89 23.07 12.01
O 23.55 23.80 13.02
C 24.87 24.17 12.64
H 18.34 25.99 9.59
H 19.72 25.92 10.61
H 18.43 27.22 10.87
H 17.81 24.89 13.49
H 19.14 25.97 13.06
H 19.06 22.96 12.72
H 19.60 23.94 14.10
H 21.04 22.03 11.79
H 21.48 22.55 13.48
H 22.91 23.71 11.06
H 23.42 22.16 11.75
H 24.97 24.37 11.59
H 25.56 23.39 12.76
H 25.24 25.06 13.21
C 22.34 18.10 22.75
O 22.10 17.52 21.50
C 20.74 17.49 21.14
C 19.88 16.68 22.08
O 19.48 17.60 23.13
C 18.77 16.91 24.24
C 18.35 17.77 25.33
O 17.34 18.66 24.98
C 16.80 19.39 26.12
H 22.09 19.20 22.72
H 23.39 17.93 22.98
H 21.76 17.70 23.55
H 20.56 17.15 20.13
H 20.33 18.56 21.19
H 20.53 15.93 22.49
H 19.07 16.19 21.51
H 19.39 16.11 24.73
H 17.97 16.32 23.83
H 19.26 18.37 25.62
H 18.02 17.13 26.17
H 16.26 18.74 26.83
H 16.04 20.06 25.75
H 17.60 20.00 26.57
C 8.81 25.17 18.87
O 9.63 26.21 19.25
C 10.42 26.48 18.10
C 11.29 27.68 18.25
O 12.52 27.33 18.79
C 13.62 27.27 17.94
C 14.80 27.13 18.88
O 15.99 27.00 18.08
C 17.17 26.98 18.89
H 8.32 24.66 19.72
H 9.41 24.39 18.34
H 8.03 25.57 18.19
H 9.76 26.57 17.21
H 11.14 25.63 17.93
H 10.73 28.42 18.83
H 11.36 28.21 17.32
H 13.75 28.25 17.41
H 13.48 26.42 17.31
H 14.71 26.27 19.58
H 14.93 28.04 19.47
H 18.06 26.79 18.30
H 17.11 26.18 19.62
H 17.24 27.96 19.40
C 20.86 28.94 19.02
O 20.29 27.66 19.19
C 21.24 26.70 19.52
C 20.50 25.41 19.60
O 19.64 25.27 20.68
C 20.22 25.19 22.01
C 21.10 23.98 22.18
O 20.31 22.91 22.67
C 20.95 21.71 22.44
H 20.10 29.68 18.84
H 21.35 28.96 18.03
H 21.64 29.14 19.89
H 21.69 26.99 20.48
H 22.12 26.61 18.75
H 21.36 24.64 19.70
H 20.03 25.30 18.63
H 19.38 25.07 22.66
H 20.77 26.10 22.34
H 21.96 24.12 22.89
H 21.53 23.61 21.16
H 21.21 21.62 21.37
H 20.33 20.83 22.56
H 21.90 21.72 23.04
C 17.32 20.31 15.04
O 18.33 20.92 15.89
C 17.86 22.17 16.41
C 18.86 22.96 17.12
O 19.41 22.52 18.33
C 20.16 21.42 18.46
C 19.39 20.14 18.74
O 18.67 20.38 19.89
C 17.60 19.45 19.99
H 17.79 19.39 14.73
H 17.03 20.91 14.20
H 16.39 20.10 15.58
H 17.08 21.90 17.16
H 17.44 22.72 15.56
H 18.42 23.95 17.33
H 19.74 23.33 16.52
H 20.82 21.64 19.30
H 20.90 21.22 17.67
H 20.07 19.30 18.94
H 18.71 19.78 17.92
H 16.79 19.68 19.36
H 17.27 19.42 20.99
H 17.97 18.40 19.84